Molecular formula: C18H36FO18V
Method: DFT, wB97M-V/def2-TZVPD

```
! wB97M-V def2-TZVPD RIJCOSX def2/J DEFGRID3
* xyz 1 4
V -0.16442 -0.25567 -0.50250
F -0.93265 -1.03178 -2.20905
C 2.28273 -1.87266 -3.23332
O 3.26244 -0.86167 -3.03292
C 3.02143 -0.02519 -2.04314
O 2.01700 0.00848 -1.36820
O 4.03699 0.81294 -1.92878
C 3.93083 1.79545 -0.90628
H 2.72921 -2.61209 -3.89846
H 1.38008 -1.48211 -3.69417
H 2.08960 -2.39199 -2.29857
H 3.30205 2.63904 -1.20163
H 4.92347 2.17997 -0.69173
H 3.51341 1.37423 0.01044
C 0.71429 -0.39412 4.78395
O 0.58843 -0.56304 3.36054
C 0.71600 0.47938 2.57690
O 0.56565 0.39083 1.38012
O 1.01076 1.60001 3.20967
C 1.27951 2.73548 2.38772
H 1.64018 0.11076 5.03129
H 0.62201 -1.39963 5.17779
H -0.12129 0.19651 5.16280
H 1.94301 2.47348 1.56708
H 1.75017 3.47409 3.02655
H 0.35022 3.12912 1.97777
C 0.87055 4.96115 -2.67355
O 0.74548 3.86880 -1.72834
C 0.18331 2.73005 -2.08100
O 0.05408 1.84290 -1.26675
O -0.19741 2.67912 -3.34287
C -0.78897 1.43606 -3.77188
H 1.90376 4.97214 -3.02813
H 0.78306 5.86037 -2.06597
H 0.16486 4.90020 -3.48489
H -1.10266 1.60356 -4.79736
H -1.65424 1.20504 -3.15947
H -0.06706 0.63117 -3.71229
C 3.49990 -2.53246 1.35940
O 2.76137 -3.59229 0.76467
C 1.63621 -3.25011 0.15231
O 1.17445 -2.13268 0.12391
O 1.08280 -4.32158 -0.38333
C 0.03532 -4.10859 -1.36004
H 3.23980 -1.57392 0.91558
H 4.55093 -2.76036 1.21269
H 3.29030 -2.50395 2.43032
H 0.41552 -4.41333 -2.32879
H -0.32161 -3.07914 -1.34523
H -0.80044 -4.74932 -1.07945
C -1.09650 -3.66782 2.56377
O -2.03797 -3.85939 1.49993
C -2.20109 -2.82301 0.69754
O -1.54358 -1.80543 0.74330
O -3.15970 -3.10426 -0.16973
C -3.55302 -2.09094 -1.07934
H -0.08527 -3.65481 2.16490
H -1.24641 -4.49178 3.24916
H -1.28071 -2.71713 3.06235
H -3.68661 -2.56341 -2.05057
H -2.77125 -1.34692 -1.22660
H -4.47180 -1.61800 -0.73817
C -3.12261 2.64217 3.08937
O -2.23009 1.94010 2.20826
C -2.63010 1.60773 0.99489
O -1.99665 0.87117 0.28865
O -3.77799 2.17181 0.65200
C -4.17890 2.00905 -0.71669
H -4.04865 2.08414 3.20496
H -3.33220 3.63928 2.71118
H -2.60200 2.70440 4.03781
H -3.97137 1.00333 -1.08165
H -3.63741 2.70525 -1.35602
H -5.24859 2.18184 -0.74275
*
```

Values from the calculation:
Gap between HOMO and LUMO (spin up / spin down) = 7.951 / 11.123 eV
HOMO (spin up / spin down) = -9.7462 / -12.9182 eV
Expectation value of S² = 3.75
Relative energy (zero: lowest compared OMol25 entry of this formula, charge and spin) = 0.0 kcal per mole

Atom charges from the Mulliken analysis, given in e for atoms 1 to 4: 0.7954, -0.8461, -0.0991, -0.4345